No. 1
179
Properties=species:S:1:pos:R:3:lowdin_charge:R:1 method="wB97M-V/def2-TZVPD" charge=+1 homo_lumo_gap_ev=6.99 homo_energy_ha=-0.4118 fmax_ha_per_bohr=0.05818 relative_energy_kcal_mol=186.0 energy_ha=-5744.31768
C -6.0328 -3.9413 1.9585 0.103
C -5.9702 -2.8331 2.4469 -0.117
C -5.4691 -1.4482 2.9248 -0.163
C -4.8114 -1.5819 4.3836 -0.156
C -4.1132 -0.1318 4.5098 0.058
N -3.0010 -0.1612 5.1783 0.150
C -2.7969 -1.5580 5.6444 -0.254
C -1.4437 -1.9887 6.3289 -0.128
C -1.2844 -1.5089 7.8468 -0.171
C -1.9770 -0.1258 8.1678 -0.313
N -1.7037 0.3958 9.5324 -0.002
C -3.4398 -2.4398 4.4956 -0.183
C -2.7091 -2.4766 3.0976 -0.168
C -1.2374 -3.0634 3.1187 -0.173
C -0.6029 -2.7517 1.6641 -0.208
C -0.1774 -4.0675 0.8893 -0.197
C 0.6948 -3.5933 -0.3820 -0.184
C 0.0962 -4.2199 -1.7217 -0.185
C 1.3067 -4.5743 -2.6876 -0.202
C 1.3342 -3.7749 -4.0637 -0.199
C 0.7935 -2.2936 -3.9895 -0.219
C 1.6662 -1.3113 -3.0855 -0.199
C 1.9571 0.0098 -3.9407 -0.221
C 2.5655 1.1930 -3.0842 -0.217
C 1.7425 1.5613 -1.7801 -0.196
C 2.2279 3.0230 -1.3225 -0.200
C 3.5875 2.9934 -0.5038 -0.209
C 3.4978 2.2261 0.8837 -0.194
C 2.8620 3.1704 2.0202 -0.195
C 3.7306 3.0385 3.3519 -0.208
C 2.7901 3.0143 4.6625 -0.255
C 3.2809 1.7885 5.5770 -0.140
H -6.4025 -4.8548 1.4425 0.063
H -6.3697 -0.7705 3.0098 0.126
H -4.7500 -0.9538 2.2074 0.124
H -5.5230 -1.8411 5.2195 0.168
H -4.4822 0.8450 4.0890 0.173
H -2.3490 0.6083 5.3822 0.181
H -3.5795 -1.6391 6.4690 0.151
H -0.5277 -1.6609 5.7645 0.110
H -1.4341 -3.1239 6.3555 0.135
H -0.1701 -1.3635 8.0092 0.124
H -1.6433 -2.2903 8.5840 0.123
H -3.0987 -0.1741 7.9903 0.096
H -1.5713 0.6278 7.4140 0.109
H -1.8731 1.4117 9.4572 0.073
H -2.5027 0.0774 10.1061 0.072
H -3.5998 -3.4619 4.9625 0.171
H -2.6424 -1.4322 2.6676 0.114
H -3.2899 -3.0974 2.3474 0.124
H -0.5460 -2.5739 3.8553 0.087
H -1.3002 -4.1805 3.2998 0.123
H -1.3907 -2.2121 1.0523 0.110
H 0.2918 -2.0735 1.8036 0.114
H 0.4407 -4.6835 1.6085 0.113
H -1.0632 -4.6916 0.5885 0.106
H 0.7942 -2.4685 -0.4147 0.095
H 1.7165 -4.0386 -0.2251 0.105
H -0.7229 -3.6134 -2.1931 0.104
H -0.3822 -5.2045 -1.4122 0.102
H 2.3274 -4.4842 -2.2208 0.093
H 1.1877 -5.6732 -2.9598 0.103
H 0.8226 -4.3440 -4.9020 0.103
H 2.4288 -3.7064 -4.3715 0.107
H 0.8550 -1.8813 -5.0494 0.106
H -0.3046 -2.2166 -3.7181 0.102
H 0.9732 -0.9615 -2.2529 0.089
H 2.6036 -1.7710 -2.6697 0.120
H 2.7232 -0.2895 -4.7260 0.113
H 1.0462 0.3490 -4.5226 0.114
H 3.6730 1.0230 -2.8916 0.118
H 2.5346 2.1171 -3.7505 0.107
H 1.9884 0.7925 -0.9973 0.087
H 0.6330 1.6321 -1.9694 0.110
H 2.4212 3.6774 -2.2318 0.109
H 1.3929 3.5342 -0.7519 0.090
H 3.8336 4.0749 -0.2446 0.111
H 4.4754 2.6309 -1.1300 0.087
H 2.8891 1.2781 0.8388 0.094
H 4.5570 1.9412 1.1698 0.098
H 1.8006 2.8389 2.2455 0.095
H 2.7787 4.2354 1.6484 0.108
H 4.3942 3.9500 3.4979 0.115
H 4.3748 2.1176 3.3465 0.091
H 2.8319 3.9947 5.2110 0.098
H 1.7137 2.8002 4.4097 0.080
H 2.7799 1.8452 6.5831 0.060
H 3.0013 0.8018 5.0964 0.071
H 4.4076 1.8674 5.6608 0.076
O -2.1690 -4.0944 -5.6911 -0.285
S -2.5912 -5.4479 -5.9159 0.578
O -1.6739 -6.5467 -5.8444 -0.278
O -3.3839 -5.5227 -7.3117 -0.263
C -2.7387 -5.0236 -8.4892 -0.261
C -1.7083 -6.0012 -9.0216 -0.074
C -3.9677 -5.7960 -4.8636 -0.122
H -2.2933 -4.0439 -8.2985 0.116
H -3.5200 -4.8824 -9.2376 0.123
H -0.8635 -6.0934 -8.3367 0.071
H -1.3253 -5.6671 -9.9876 0.082
H -2.1423 -6.9965 -9.1353 0.086
H -4.6919 -4.9882 -4.9508 0.074
H -3.5971 -5.8602 -3.8410 0.073
H -4.4067 -6.7468 -5.1611 0.076
O -0.3053 6.0450 -2.8144 -0.276
S -1.2353 5.7505 -1.7617 0.584
O -1.0696 4.6121 -0.9031 -0.291
O -2.7218 5.7288 -2.3692 -0.256
C -2.9808 4.8779 -3.4912 -0.256
C -3.1277 3.4273 -3.0729 -0.066
C -1.4291 7.1899 -0.7556 -0.119
H -2.2037 4.9938 -4.2493 0.089
H -3.9170 5.2181 -3.9353 0.129
H -2.1796 3.0245 -2.7110 0.064
H -3.4549 2.8163 -3.9161 0.084
H -3.8512 3.3310 -2.2604 0.082
H -1.6048 8.0494 -1.3997 0.078
H -0.5087 7.3266 -0.1888 0.078
H -2.2654 7.0344 -0.0763 0.073
O -3.0684 4.9755 -7.0281 -0.286
S -2.2801 6.1658 -7.1913 0.579
O -2.6265 7.3964 -6.5429 -0.274
O -2.0767 6.4446 -8.7612 -0.262
C -3.2378 6.5237 -9.5955 -0.262
C -3.9435 7.8586 -9.4499 -0.074
C -0.5952 5.7877 -6.8139 -0.111
H -3.9172 5.6924 -9.3901 0.115
H -2.8919 6.4107 -10.6241 0.123
H -4.3849 7.9635 -8.4572 0.071
H -4.7431 7.9526 -10.1870 0.082
H -3.2404 8.6836 -9.5798 0.086
H -0.3101 4.8803 -7.3431 0.078
H -0.5199 5.6346 -5.7369 0.057
H 0.0294 6.6270 -7.1146 0.080
O -7.7049 1.6090 10.8709 -0.260
S -6.3884 1.7213 10.3200 0.583
O -5.2422 1.1524 10.9705 -0.285
O -6.0869 3.2646 9.9947 -0.268
C -6.2446 4.2269 11.0470 -0.256
C -5.0742 4.2010 12.0113 -0.072
C -6.4247 1.1475 8.6474 -0.132
H -7.1917 4.0736 11.5701 0.119
H -6.2951 5.2065 10.5695 0.124
H -5.0509 3.2675 12.5762 0.073
H -5.1453 5.0249 12.7233 0.085
H -4.1274 4.2767 11.4725 0.083
H -7.2628 1.6136 8.1323 0.075
H -6.5517 0.0653 8.6696 0.074
H -5.4807 1.4029 8.1673 0.056
O 6.8583 2.6188 -1.2055 -0.286
S 8.1263 3.0464 -0.6854 0.589
O 8.3087 4.3523 -0.1248 -0.272
O 9.2582 2.7945 -1.7985 -0.262
C 9.0655 3.3505 -3.1040 -0.263
C 9.3688 4.8366 -3.1313 -0.074
C 8.6974 1.8490 0.4820 -0.120
H 8.0538 3.1464 -3.4641 0.115
H 9.7559 2.8308 -3.7701 0.123
H 8.6363 5.3979 -2.5487 0.071
H 9.3472 5.2141 -4.1554 0.082
H 10.3502 5.0387 -2.6978 0.086
H 8.6071 0.8570 0.0432 0.075
H 8.0716 1.9255 1.3707 0.074
H 9.7327 2.0705 0.7354 0.076
O 3.3008 -8.3999 -0.3609 -0.283
S 4.5522 -8.7405 -0.9770 0.587
O 5.7934 -8.1958 -0.5114 -0.277
O 4.4374 -8.4903 -2.5613 -0.262
C 4.0132 -7.2012 -3.0159 -0.264
C 5.1351 -6.1832 -2.9337 -0.071
C 4.6975 -10.5003 -1.0431 -0.122
H 3.1345 -6.8658 -2.4602 0.089
H 3.7119 -7.3172 -4.0583 0.127
H 5.3980 -5.9711 -1.8957 0.072
H 4.8373 -5.2444 -3.4058 0.073
H 6.0350 -6.5591 -3.4246 0.086
H 3.7747 -10.9159 -1.4433 0.075
H 4.8623 -10.8592 -0.0278 0.077
H 5.5471 -10.7598 -1.6724 0.076



No. 2
129
Properties=species:S:1:pos:R:3:lowdin_charge:R:1 method="wB97M-V/def2-TZVPD" charge=0 homo_lumo_gap_ev=7.25 homo_energy_ha=-0.2930 fmax_ha_per_bohr=0.05675 energy_ha=-3592.60972
C 3.9833 -5.5754 -1.0939 -0.185
C 5.0665 -6.6427 -0.8836 -0.772
I 5.5888 -6.8119 1.2111 0.736
C 6.2722 -6.5018 -1.8745 -0.764
I 8.1246 -7.2422 -0.9209 0.741
N 6.4337 -5.1197 -2.3796 -0.480
P 7.7379 -4.2321 -1.5379 0.440
O 8.3016 -3.1468 -2.6052 -0.362
I 6.4518 -2.8760 0.1011 0.394
S 6.4336 -5.0267 -4.0269 0.507
O 6.1374 -3.6866 -4.3682 -0.236
O 5.6074 -6.0211 -4.6111 -0.233
F 7.8964 -5.2867 -4.4712 -0.122
H 3.2024 -5.9454 -1.7579 0.078
H 3.5094 -5.3545 -0.1394 0.046
H 4.3719 -4.6339 -1.4700 0.024
H 4.6284 -7.6112 -1.1047 0.067
H 6.1531 -7.1993 -2.6935 0.062
H 8.5083 -2.3202 -2.1455 0.049
C 1.7525 -2.5047 -1.9018 -0.076
C 0.6869 -3.5537 -2.1815 -0.276
N -0.3201 -3.6385 -1.1411 -0.192
C -1.1647 -4.8145 -1.2497 -0.246
C -2.0688 -4.9456 -2.4818 -0.079
C -0.9961 -2.3928 -0.8258 -0.246
C -1.7323 -1.6629 -1.9573 -0.070
H 2.2088 -2.6684 -0.9234 0.077
H 2.5377 -2.5686 -2.6574 0.072
H 1.3547 -1.4896 -1.9327 0.064
H 1.1772 -4.5298 -2.2483 0.103
H 0.2520 -3.3574 -3.1745 0.073
H -1.7797 -4.8796 -0.3478 0.111
H -0.5077 -5.6900 -1.2157 0.108
H -2.9242 -4.2729 -2.4343 0.056
H -2.4650 -5.9617 -2.5374 0.071
H -1.5292 -4.7538 -3.4099 0.059
H -0.2555 -1.7044 -0.4098 0.082
H -1.6950 -2.5762 -0.0053 0.114
H -1.1384 -1.6167 -2.8713 0.064
H -1.9406 -0.6348 -1.6521 0.068
H -2.6890 -2.1267 -2.1936 0.056
C 0.9131 0.7721 1.2068 -0.088
C 0.2548 2.1310 1.3848 -0.271
N -1.1252 2.1497 0.9347 -0.196
C -1.6793 3.4878 0.8279 -0.246
C -1.8305 4.3142 2.1106 -0.081
C -1.9937 1.1472 1.5259 -0.245
C -2.1338 1.1257 3.0532 -0.081
H 0.8193 0.4333 0.1736 0.067
H 1.9750 0.8361 1.4481 0.074
H 0.4754 0.0167 1.8609 0.067
H 0.8073 2.8627 0.7891 0.118
H 0.3639 2.4417 2.4364 0.102
H -2.6518 3.4195 0.3324 0.113
H -1.0422 4.0484 0.1358 0.101
H -2.6611 3.9672 2.7246 0.055
H -2.0397 5.3535 1.8499 0.056
H -0.9236 4.3056 2.7163 0.068
H -1.6404 0.1629 1.2047 0.090
H -2.9839 1.2454 1.0735 0.116
H -1.1709 1.2150 3.5586 0.069
H -2.5792 0.1787 3.3673 0.067
H -2.7870 1.9193 3.4154 0.052
C -0.3353 11.6726 1.8640 -0.092
C -0.5106 10.3186 1.1923 -0.277
N 0.7488 9.6683 0.8813 -0.202
C 0.6067 8.5303 -0.0091 -0.249
C -0.1793 7.3138 0.4946 -0.094
C 1.6574 9.4894 2.0005 -0.248
C 1.1571 8.6978 3.2165 -0.082
H 0.3085 12.3204 1.2676 0.080
H -1.3056 12.1596 1.9682 0.072
H 0.0926 11.5840 2.8632 0.064
H -1.0442 10.4715 0.2504 0.117
H -1.1650 9.6945 1.8220 0.101
H 1.6053 8.2066 -0.3151 0.112
H 0.1267 8.8915 -0.9243 0.110
H 0.3858 6.7367 1.2261 0.055
H -0.3925 6.6437 -0.3415 0.068
H -1.1345 7.5961 0.9386 0.063
H 1.9660 10.4798 2.3446 0.100
H 2.5739 9.0297 1.6224 0.114
H 0.1528 8.9992 3.5172 0.066
H 1.8186 8.8770 4.0666 0.071
H 1.1521 7.6238 3.0363 0.053
C -6.1439 0.8314 9.3566 -0.092
C -5.0392 0.0799 8.6287 -0.277
N -5.1191 0.2055 7.1854 -0.201
C -4.2631 -0.7271 6.4749 -0.251
C -2.7459 -0.5917 6.6487 -0.086
C -5.1374 1.5639 6.6703 -0.247
C -3.9628 2.4866 7.0224 -0.081
H -7.1252 0.5319 8.9864 0.080
H -6.0996 0.6078 10.4233 0.072
H -6.0474 1.9122 9.2471 0.064
H -5.1304 -0.9819 8.8729 0.117
H -4.0663 0.4079 9.0289 0.101
H -4.5053 -0.6706 5.4096 0.106
H -4.5526 -1.7372 6.7826 0.109
H -2.3529 0.2689 6.1082 0.042
H -2.2508 -1.4763 6.2421 0.072
H -2.4524 -0.5079 7.6955 0.067
H -6.0586 2.0413 7.0142 0.100
H -5.2414 1.5120 5.5834 0.111
H -3.6977 2.4282 8.0790 0.066
H -4.2362 3.5228 6.8125 0.071
H -3.0734 2.2651 6.4337 0.050
C -0.5782 -4.8403 -9.3356 -0.092
C 0.3937 -5.1661 -8.2108 -0.277
N 1.1712 -4.0204 -7.7762 -0.199
C 2.2901 -4.3746 -6.9220 -0.242
C 1.9941 -5.0004 -5.5542 -0.069
C 0.4042 -2.8579 -7.3690 -0.244
C -0.6148 -3.0325 -6.2356 -0.078
H -0.0584 -4.3739 -10.1736 0.079
H -1.0469 -5.7579 -9.6940 0.071
H -1.3772 -4.1736 -9.0093 0.063
H 1.0953 -5.9216 -8.5746 0.117
H -0.1664 -5.6350 -7.3855 0.101
H 2.9100 -3.4859 -6.7770 0.114
H 2.9174 -5.0731 -7.4845 0.111
H 1.6246 -4.2637 -4.8393 0.040
H 2.9194 -5.4105 -5.1444 0.057
H 1.2713 -5.8153 -5.6172 0.071
H -0.1258 -2.4781 -8.2466 0.100
H 1.1070 -2.0637 -7.1049 0.115
H -1.2207 -3.9308 -6.3631 0.067
H -1.2970 -2.1798 -6.2199 0.074
H -0.1354 -3.0785 -5.2578 0.031